ORCA calculation (ωB97M-V/def2-TZVPD) on the molecule C21H29N5O3 in a non-equilibrium geometry.

Structure (XYZ):
```
58
C21H29N5O3 | OMol25 | ωB97M-V/def2-TZVPD
C -5.2592 2.8427 -0.6094
C -4.4744 1.6882 -0.0961
N -3.2556 1.8404 0.2504
N -2.5288 0.8059 0.7126
C -1.1646 1.1357 1.0725
C -0.1557 0.7658 -0.0373
O 0.4413 1.6134 -0.6668
N -0.0221 -0.5555 -0.2003
C 0.8876 -1.1443 -1.1541
C 1.7053 -2.2652 -0.5187
C 2.6486 -1.7339 0.5718
N 3.4276 -0.6071 0.1053
C 3.8615 0.3823 1.0868
C 2.7839 0.7417 2.1096
C 4.2251 1.6602 0.3182
C 5.3224 1.4063 -0.7054
C 4.8789 0.2855 -1.6348
C 4.4722 -0.9634 -0.8448
C 5.6985 -1.6730 -0.2426
C -2.9976 -0.4804 0.8574
O -2.2706 -1.3785 1.2665
C -4.3830 -0.6444 0.4862
C -5.1937 -1.7667 0.5111
C -6.4330 -1.3281 0.0290
O -7.6670 -1.7948 -0.2321
C -8.3672 -0.7336 -0.7022
C -7.6320 0.4143 -0.7583
C -6.3544 0.0386 -0.2793
N -5.0929 0.4610 0.0021
H -6.1207 3.0253 0.0313
H -5.6172 2.6324 -1.6161
H -4.6245 3.7223 -0.6267
H -0.9095 0.5959 1.9887
H -1.1221 2.2134 1.2310
H -0.5906 -1.1788 0.3656
H 1.5524 -0.3477 -1.4936
H 0.3235 -1.5365 -2.0095
H 2.2665 -2.7723 -1.3039
H 1.0338 -2.9986 -0.0665
H 2.0264 -1.4036 1.3999
H 3.2711 -2.5694 0.9371
H 4.7495 0.0318 1.6463
H 2.6105 -0.0561 2.8279
H 1.8560 0.9858 1.6008
H 3.1092 1.6179 2.6661
H 4.5432 2.4306 1.0233
H 3.3247 2.0075 -0.1916
H 6.2502 1.1342 -0.1974
H 5.5158 2.3138 -1.2810
H 4.0121 0.6280 -2.2027
H 5.6723 0.0298 -2.3397
H 4.0197 -1.6630 -1.5558
H 5.3921 -2.5456 0.3301
H 6.2664 -1.0171 0.4099
H 6.3518 -2.0061 -1.0452
H -4.9010 -2.7424 0.8371
H -9.3897 -0.9159 -0.9680
H -7.9729 1.3711 -1.0945
```

Output
orbital gap: 8.4136 eV
LUMO: 0.428 eV
SMILES: Cc1nn(CC(=O)NCCCN2[C@H](C)CCC[C@H]2C)c(=O)c2cc3occc3n12
largest force on an atom: 1.7 eV/Å
E_tot: -1317.11680 Ha

Here is what Löwdin gives for the atomic charges, in e: number 1, C, carries 0.001; number 2, C, carries -0.294; number 3, N, carries 0.164; number 4, N, carries -0.043; number 5, C, carries -0.031; number 6, C, carries -0.495; number 7, O, carries 0.056; number 8, N, carries 0.084; number 9, C, carries -0.171; number 10, C, carries -0.156; number 11, C, carries -0.186; number 12, N, carries -0.108; number 13, C, carries -0.353; number 14, C, carries -0.045; number 15, C, carries -0.155; number 16, C, carries -0.194; number 17, C, carries -0.153; number 18, C, carries -0.356; number 19, C, carries -0.038; number 20, C, carries -0.361; number 21, O, carries 0.049; number 22, C, carries -0.086; number 23, C, carries 0.105; number 24, C, carries -0.202; number 25, O, carries 0.079; number 26, C, carries -0.091; number 27, C, carries 0.018; number 28, C, carries -0.149; number 29, N, carries 0.094; number 30, H, carries 0.088; number 31, H, carries 0.089; number 32, H, carries 0.087; number 33, H, carries 0.131; number 34, H, carries 0.131; number 35, H, carries 0.109; number 36, H, carries 0.110; number 37, H, carries 0.122; number 38, H, carries 0.100; number 39, H, carries 0.113; number 40, H, carries 0.098; number 41, H, carries 0.116; number 42, H, carries 0.142; number 43, H, carries 0.074; number 44, H, carries 0.064; number 45, H, carries 0.082; number 46, H, carries 0.113; number 47, H, carries 0.119; number 48, H, carries 0.104; number 49, H, carries 0.109; number 50, H, carries 0.115; number 51, H, carries 0.112; number 52, H, carries 0.130; number 53, H, carries 0.067; number 54, H, carries 0.064; number 55, H, carries 0.079; number 56, H, carries 0.123; number 57, H, carries 0.123; number 58, H, carries 0.103

***

ORCA calculation (ωB97M-V/def2-TZVPD) on the molecule C21H29N5O7S in a non-equilibrium geometry.

Structure (XYZ):
```
63
C21H29N5O7S | OMol25 | ωB97M-V/def2-TZVPD
C -0.2346 -3.1185 -2.1710
C 0.6753 -3.8811 -1.2040
C 1.5628 -4.8817 -1.9484
N -0.0674 -4.5215 -0.1409
C 0.2096 -4.0374 1.0859
O -0.2472 -4.3520 2.1485
N 1.2252 -3.0663 0.8989
C 1.7116 -2.2412 1.9867
C 0.9719 -0.9015 1.8793
O 0.0638 -0.5837 2.6094
N 1.4048 -0.1411 0.8353
C 0.5171 0.7031 0.1284
C -0.7572 0.2288 -0.1213
C -1.6354 0.9384 -0.9110
S -3.2177 0.1720 -1.2345
O -3.7779 0.7692 -2.4108
O -2.9986 -1.2487 -1.2128
N -4.2450 0.5206 0.0154
C -4.7349 1.8755 0.1149
C -3.8994 2.6870 1.1109
O -3.8493 2.0446 2.3641
C -3.2632 0.7613 2.2639
C -4.0497 -0.1274 1.2937
C -1.2501 2.1393 -1.4731
C 0.0172 2.6304 -1.2209
C 0.9335 1.9364 -0.4167
N 2.2264 2.3751 -0.2249
C 2.8045 3.3815 -1.0907
C 4.3246 3.1720 -1.1121
O 4.8824 3.2347 0.1779
C 4.3073 2.2597 1.0165
C 2.7925 2.4502 1.1105
C 1.5417 -2.9070 -0.4117
O 2.3654 -2.1350 -0.8527
H 0.3668 -2.4459 -2.7770
H -0.7483 -3.8176 -2.8261
H -0.9856 -2.5350 -1.6407
H 2.1688 -5.4481 -1.2446
H 2.2207 -4.3438 -2.6253
H 0.9495 -5.5726 -2.5211
H -0.8273 -5.1582 -0.3073
H 1.4430 -2.7395 2.9202
H 2.7934 -2.1186 1.8989
H 2.1928 -0.4791 0.2884
H -1.0649 -0.7295 0.2661
H -4.7021 2.3068 -0.8849
H -5.7739 1.8372 0.4606
H -4.3537 3.6634 1.2893
H -2.8788 2.8249 0.7192
H -3.2845 0.3395 3.2692
H -2.2169 0.8530 1.9415
H -3.5330 -1.0680 1.1098
H -5.0393 -0.3379 1.7150
H -1.9407 2.6715 -2.1075
H 0.3003 3.5786 -1.6489
H 2.4213 3.2604 -2.1038
H 2.5847 4.3986 -0.7321
H 4.8101 3.9569 -1.6940
H 4.5422 2.1930 -1.5660
H 4.7744 2.3824 1.9947
H 4.5282 1.2540 0.6272
H 2.3518 1.6943 1.7557
H 2.5909 3.4437 1.5405
```

Output
orbital gap: 8.8417 eV
LUMO: 0.538 eV
SMILES: CC1(C)NC(=O)N(CC(=O)Nc2cc(S(=O)(=O)N3CCOCC3)ccc2N2CCOCC2)C1=O
largest force on an atom: 1.1 eV/Å
E_tot: -2016.32528 Ha

Here is what Löwdin gives for the atomic charges, in e: number 1, C, carries 0.012; number 2, C, carries -0.447; number 3, C, carries -0.002; number 4, N, carries 0.165; number 5, C, carries -0.480; number 6, O, carries 0.117; number 7, N, carries 0.085; number 8, C, carries -0.003; number 9, C, carries -0.452; number 10, O, carries 0.102; number 11, N, carries 0.119; number 12, C, carries -0.133; number 13, C, carries -0.014; number 14, C, carries -0.270; number 15, S, carries 0.673; number 16, O, carries -0.279; number 17, O, carries -0.293; number 18, N, carries -0.233; number 19, C, carries -0.157; number 20, C, carries -0.183; number 21, O, carries -0.123; number 22, C, carries -0.172; number 23, C, carries -0.150; number 24, C, carries -0.054; number 25, C, carries 0.006; number 26, C, carries -0.146; number 27, N, carries -0.092; number 28, C, carries -0.142; number 29, C, carries -0.189; number 30, O, carries -0.128; number 31, C, carries -0.188; number 32, C, carries -0.123; number 33, C, carries -0.376; number 34, O, carries 0.098; number 35, H, carries 0.097; number 36, H, carries 0.091; number 37, H, carries 0.063; number 38, H, carries 0.092; number 39, H, carries 0.091; number 40, H, carries 0.086; number 41, H, carries 0.169; number 42, H, carries 0.137; number 43, H, carries 0.139; number 44, H, carries 0.128; number 45, H, carries 0.119; number 46, H, carries 0.116; number 47, H, carries 0.135; number 48, H, carries 0.129; number 49, H, carries 0.117; number 50, H, carries 0.134; number 51, H, carries 0.107; number 52, H, carries 0.117; number 53, H, carries 0.134; number 54, H, carries 0.119; number 55, H, carries 0.107; number 56, H, carries 0.126; number 57, H, carries 0.135; number 58, H, carries 0.127; number 59, H, carries 0.130; number 60, H, carries 0.128; number 61, H, carries 0.126; number 62, H, carries 0.116; number 63, H, carries 0.137

***

ORCA calculation (ωB97M-V/def2-TZVPD) on the molecule C21H29NO4.

Structure (XYZ):
```
55
C21H29NO4 | OMol25 | ωB97M-V/def2-TZVPD
C 6.8420 1.6040 0.8650
O 6.4409 0.2699 0.6570
C 5.1409 0.0324 0.3337
C 4.8184 -1.3097 0.1171
C 3.5265 -1.6690 -0.2292
O 3.1176 -2.9439 -0.4752
C 4.0658 -3.9805 -0.3939
C 2.5396 -0.6869 -0.3455
C 2.8594 0.6398 -0.1167
C 1.8602 1.7437 -0.2491
O 2.1788 2.8753 -0.5673
N 0.5913 1.4045 0.0697
C -0.5336 2.2721 -0.1735
C -1.4694 1.6225 -1.2046
O -1.8308 0.3159 -0.8076
C -3.1465 0.0778 -0.3043
C -3.1254 -1.3883 0.1420
C -4.4939 -1.7917 0.6845
C -4.8461 -0.9097 1.8813
C -4.8767 0.5519 1.4377
C -5.9308 0.7320 0.3462
C -5.5792 -0.1544 -0.8480
C -5.5476 -1.6169 -0.4077
C -4.2109 0.2489 -1.3959
C -3.5041 0.9576 0.8986
C 4.1627 1.0060 0.2125
H 7.9063 1.5592 1.0912
H 6.6852 2.2134 -0.0299
H 6.3101 2.0553 1.7083
H 5.6109 -2.0321 0.2201
H 4.8781 -3.8386 -1.1136
H 4.4842 -4.0638 0.6142
H 3.5247 -4.8939 -0.6361
H 1.5533 -1.0012 -0.6490
H 0.3546 0.4382 0.2350
H -0.1452 3.2193 -0.5537
H -1.0666 2.4489 0.7662
H -2.3404 2.2613 -1.3721
H -0.9288 1.5175 -2.1524
H -2.8490 -2.0101 -0.7106
H -2.3578 -1.5139 0.9078
H -4.4615 -2.8406 0.9987
H -4.1061 -1.0434 2.6734
H -5.8210 -1.1960 2.2815
H -5.1255 1.1888 2.2943
H -5.9714 1.7786 0.0352
H -6.9152 0.4605 0.7332
H -6.3322 -0.0251 -1.6336
H -6.5288 -1.9119 -0.0295
H -5.3098 -2.2568 -1.2600
H -3.9429 -0.3738 -2.2521
H -4.2445 1.2869 -1.7348
H -2.7459 0.8328 1.6752
H -3.5245 2.0099 0.6061
H 4.3664 2.0539 0.3580
```

Output
orbital gap: 9.0420 eV
LUMO: 0.682 eV
SMILES: COc1cc(OC)cc(C(=O)NCCO[C@]23C[C@H]4C[C@H](C[C@H](C4)C2)C3)c1
largest force on an atom: 0.6 eV/Å
E_tot: -1173.35386 Ha

Here is what Löwdin gives for the atomic charges, in e: number 1, C, carries -0.084; number 2, O, carries -0.078; number 3, C, carries -0.258; number 4, C, carries 0.061; number 5, C, carries -0.262; number 6, O, carries -0.079; number 7, C, carries -0.089; number 8, C, carries 0.042; number 9, C, carries -0.122; number 10, C, carries -0.446; number 11, O, carries 0.064; number 12, N, carries 0.077; number 13, C, carries -0.139; number 14, C, carries -0.178; number 15, O, carries -0.099; number 16, C, carries -0.454; number 17, C, carries -0.067; number 18, C, carries -0.289; number 19, C, carries -0.120; number 20, C, carries -0.287; number 21, C, carries -0.118; number 22, C, carries -0.289; number 23, C, carries -0.120; number 24, C, carries -0.069; number 25, C, carries -0.076; number 26, C, carries 0.033; number 27, H, carries 0.092; number 28, H, carries 0.098; number 29, H, carries 0.097; number 30, H, carries 0.116; number 31, H, carries 0.097; number 32, H, carries 0.096; number 33, H, carries 0.093; number 34, H, carries 0.122; number 35, H, carries 0.123; number 36, H, carries 0.124; number 37, H, carries 0.115; number 38, H, carries 0.116; number 39, H, carries 0.134; number 40, H, carries 0.131; number 41, H, carries 0.129; number 42, H, carries 0.141; number 43, H, carries 0.121; number 44, H, carries 0.120; number 45, H, carries 0.141; number 46, H, carries 0.121; number 47, H, carries 0.120; number 48, H, carries 0.141; number 49, H, carries 0.120; number 50, H, carries 0.121; number 51, H, carries 0.134; number 52, H, carries 0.120; number 53, H, carries 0.130; number 54, H, carries 0.123; number 55, H, carries 0.111